Molecular formula: C30H54CdI2N2OS4SbSi3
Method: DFT, ωB97M-V with the def2-TZVPD basis set

Atoms and positions in Å:
Cd (-0.2140, -0.5218, 0.2965)
C (-0.3034, -2.6914, -5.1118)
C (0.9280, -3.5877, -5.0219)
S (2.1014, -3.2783, -3.6778)
C (3.0957, -1.8811, -4.2428)
C (2.4060, -0.5382, -4.4505)
S (1.4359, 0.0300, -3.0221)
C (0.1870, 0.9486, -3.9671)
C (-0.9148, 1.5601, -3.1114)
S (-1.7353, 0.4955, -1.9124)
C (-2.9244, -0.5301, -2.8186)
C (-2.4358, -1.3653, -3.9930)
S (-1.1645, -2.5653, -3.5238)
H (-0.9751, -3.1092, -5.8648)
H (-0.0264, -1.6899, -5.4408)
H (1.4627, -3.5720, -5.9736)
H (0.6136, -4.6192, -4.8543)
H (3.6105, -2.1487, -5.1679)
H (3.8662, -1.7940, -3.4733)
H (1.7247, -0.6005, -5.2983)
H (3.1636, 0.2064, -4.7015)
H (-0.2375, 0.2653, -4.7001)
H (0.6776, 1.7574, -4.5143)
H (-1.6637, 2.0173, -3.7618)
H (-0.5024, 2.3620, -2.4964)
H (-3.7318, 0.1217, -3.1565)
H (-3.3136, -1.1673, -2.0224)
H (-2.0372, -0.7261, -4.7820)
H (-3.3032, -1.8810, -4.4096)
I (-1.9452, -7.5901, 2.2430)
C (-1.9159, -5.6942, 1.3754)
C (-3.0317, -4.8739, 1.4650)
C (-2.9852, -3.6022, 0.9222)
I (-4.6315, -2.3344, 1.0817)
C (-1.8394, -3.0962, 0.2798)
O (-1.8095, -1.8874, -0.2118)
C (-0.7172, -3.9565, 0.2132)
C (0.5433, -3.4576, -0.4287)
N (1.1981, -2.3666, 0.3570)
C (1.4818, -2.7509, 1.7500)
C (0.2672, -2.6109, 2.6409)
C (-0.0591, -3.5847, 3.5728)
C (-1.1981, -3.4234, 4.3418)
C (-1.9828, -2.2954, 4.1547)
C (-1.5826, -1.3702, 3.2113)
N (-0.4720, -1.5098, 2.4842)
C (-0.7712, -5.2368, 0.7430)
H (-3.9291, -5.2189, 1.9606)
H (1.2488, -4.2860, -0.5440)
H (0.3404, -3.0409, -1.4132)
H (2.0746, -2.1460, -0.1043)
H (1.8441, -3.7820, 1.8038)
H (2.2768, -2.1004, 2.1219)
H (0.5484, -4.4758, 3.6594)
H (-1.4850, -4.1839, 5.0561)
H (-2.8999, -2.1438, 4.7060)
H (-2.1841, -0.4918, 3.0064)
H (0.0999, -5.8782, 0.6709)
C (-0.2565, 1.7797, 4.5781)
Si (1.2121, 2.0395, 3.4551)
C (2.3969, 0.6036, 3.6024)
C (2.0613, 3.6457, 3.8839)
Sb (0.4093, 2.0811, 1.0083)
Si (2.1997, 3.5359, -0.1312)
C (2.0572, 5.2593, 0.5710)
C (1.9400, 3.6243, -1.9742)
C (3.8279, 2.7209, 0.2761)
Si (-1.7494, 3.4583, 1.1415)
C (-3.0525, 2.2624, 1.7364)
C (-2.1463, 4.1240, -0.5552)
C (-1.4772, 4.8651, 2.3399)
H (0.0927, 1.7792, 5.6147)
H (-0.7384, 0.8205, 4.3934)
H (-1.0049, 2.5675, 4.4837)
H (2.8644, 0.6042, 4.5906)
H (3.1915, 0.6458, 2.8545)
H (1.8561, -0.3365, 3.4874)
H (2.3478, 3.6107, 4.9389)
H (1.4065, 4.5079, 3.7474)
H (2.9701, 3.8057, 3.3021)
H (1.1029, 5.7122, 0.2938)
H (2.8500, 5.8799, 0.1436)
H (2.1511, 5.2954, 1.6549)
H (0.9837, 4.0877, -2.2252)
H (2.0006, 2.6412, -2.4421)
H (2.7287, 4.2531, -2.3982)
H (4.0072, 2.6649, 1.3511)
H (4.6488, 3.2879, -0.1707)
H (3.8623, 1.7076, -0.1303)
H (-3.1470, 1.4194, 1.0465)
H (-4.0269, 2.7532, 1.8017)
H (-2.8097, 1.8743, 2.7284)
H (-2.3715, 3.3139, -1.2500)
H (-1.3303, 4.7258, -0.9611)
H (-3.0297, 4.7651, -0.4903)
H (-1.2201, 4.5191, 3.3420)
H (-2.3964, 5.4521, 2.4185)
H (-0.6856, 5.5339, 1.9976)

Values from the calculation:
frontier orbital gap: 0.2781 Ha
charge: +1
electronic energy: -4824.8642 Eh

From a Löwdin analysis of the wavefunction, the atomic charges in e read:
1. Cd 1.152
2. C -0.528
3. C -0.526
4. S 0.845
5. C -0.544
6. C -0.518
7. S 0.793
8. C -0.523
9. C -0.525
10. S 0.749
11. C -0.497
12. C -0.508
13. S 0.879
14. H 0.089
15. H 0.043
16. H 0.086
17. H 0.073
18. H 0.083
19. H 0.069
20. H 0.063
21. H 0.083
22. H 0.041
23. H 0.091
24. H 0.097
25. H 0.029
26. H 0.085
27. H 0.048
28. H 0.065
29. H 0.087
30. I 0.863
31. C -0.756
32. C -0.228
33. C -0.637
34. I 0.927
35. C -0.491
36. O -0.368
37. C -0.179
38. C -0.175
39. N -0.118
40. C -0.142
41. C -0.290
42. C -0.005
43. C -0.024
44. C -0.044
45. C -0.170
46. N 0.025
47. C -0.129
48. H 0.084
49. H 0.122
50. H 0.021
51. H 0.109
52. H 0.130
53. H 0.114
54. H 0.126
55. H 0.122
56. H 0.116
57. H 0.090
58. H 0.103
59. C -0.203
60. Si 0.294
61. C -0.219
62. C -0.216
63. Sb 0.812
64. Si 0.293
65. C -0.209
66. C -0.221
67. C -0.220
68. Si 0.288
69. C -0.221
70. C -0.213
71. C -0.209
72. H 0.047
73. H 0.003
74. H 0.017
75. H 0.045
76. H 0.025
77. H -0.002
78. H 0.044
79. H 0.024
80. H 0.021
81. H 0.026
82. H 0.045
83. H 0.009
84. H 0.026
85. H -0.022
86. H 0.047
87. H 0.015
88. H 0.042
89. H 0.031
90. H 0.016
91. H 0.044
92. H 0.014
93. H -0.001
94. H 0.025
95. H 0.044
96. H 0.014
97. H 0.043
98. H 0.022



Molecular formula: C5H6O
Method: DFT, ωB97M-V with the def2-TZVPD basis set

Atoms and positions in Å:
C (2.2711, -0.7202, -0.5163)
C (1.2021, -0.3212, -0.1410)
C (-0.0938, 0.1122, 0.2509)
C (-1.2592, -0.8396, 0.0056)
C (-0.2409, 1.6585, 0.2250)
O (-0.3542, 0.8761, 1.3859)
H (3.2312, -1.1061, -0.7457)
H (-1.1439, -1.5843, 0.8006)
H (-1.2475, -1.3624, -0.9545)
H (-2.2344, -0.3575, 0.1515)
H (-0.8115, 1.4113, -0.6601)
H (0.6810, 2.2332, 0.1982)

Values from the calculation:
frontier orbital gap: 0.3643 Ha
SMILES: C#C[C@]1(C)CO1
electronic energy: -269.1811 Eh

From a Löwdin analysis of the wavefunction, the atomic charges in e read:
1. C 0.141
2. C -0.074
3. C -0.547
4. C -0.002
5. C -0.060
6. O 0.004
7. H 0.025
8. H 0.096
9. H 0.088
10. H 0.093
11. H 0.119
12. H 0.118



Molecular formula: C8H7IN2S
Method: DFT, ωB97M-V with the def2-TZVPD basis set

Atoms and positions in Å:
C (-0.8236, 2.6042, 0.7199)
C (-0.4826, 2.3352, -0.5909)
C (-0.4255, 1.7287, 1.7308)
C (0.0605, 1.1279, -0.8999)
C (0.1657, 0.5053, 1.4101)
C (0.4807, 0.1854, 0.0474)
C (1.1827, -0.9920, -0.3771)
C (-0.4485, -2.3893, -0.9098)
N (-0.0506, -3.3261, -0.0796)
N (0.8154, -3.3258, 0.7563)
S (1.9401, -1.9790, 0.8374)
I (-0.7857, -3.1981, -2.8848)
H (-1.3286, 3.6081, 0.7577)
H (-0.6758, 2.8662, -1.5832)
H (-0.6234, 1.9116, 2.7994)
H (0.2347, 0.9580, -2.0828)
H (0.3626, -0.1505, 2.3178)
H (1.7374, -0.8124, -1.2904)
H (-1.3353, -1.6574, -0.6785)

Values from the calculation:
frontier orbital gap: 0.2749 Ha
electronic energy: -1114.2872 Eh

From a Löwdin analysis of the wavefunction, the atomic charges in e read:
1. C -0.103
2. C -0.132
3. C -0.095
4. C -0.095
5. C -0.060
6. C -0.353
7. C -0.472
8. C -0.670
9. N -0.222
10. N -0.247
11. S 0.904
12. I 0.741
13. H 0.117
14. H 0.130
15. H 0.108
16. H 0.161
17. H 0.111
18. H 0.072
19. H 0.103



Molecular formula: C6H19N3
Method: DFT, ωB97M-V with the def2-TZVPD basis set

Atoms and positions in Å:
C (-2.3746, -0.5119, -0.2866)
C (-1.5087, -0.2323, 2.5554)
C (-1.5016, -0.3733, -1.4330)
N (-1.0038, -0.7134, 1.2799)
N (-3.1722, 0.5414, 0.0553)
H (-0.7293, -1.6898, 1.3245)
H (-2.7866, -1.4723, -0.0063)
H (-3.7003, 0.4914, 0.9112)
H (-2.8322, 1.4637, -0.1725)
H (-1.7271, 0.8343, 2.4687)
H (-0.7898, -0.3512, 3.3729)
H (-2.4324, -0.7478, 2.8437)
H (-1.2471, -1.3267, -1.8920)
H (-1.9002, 0.3196, -2.1744)
H (-0.4297, 0.1724, -1.0120)
C (1.9359, -0.0338, -0.6253)
C (2.3792, 0.3785, -2.0393)
C (3.0972, 0.1333, 0.3684)
N (0.7256, 0.6446, -0.1886)
H (1.6947, -1.1082, -0.6619)
H (0.8665, 1.6534, -0.2394)
H (-0.1821, -0.1111, 0.8689)
H (3.2556, -0.1830, -2.3795)
H (3.9844, -0.4342, 0.0663)
H (2.6362, 1.4431, -2.0541)
H (1.5686, 0.2212, -2.7539)
H (3.3800, 1.1886, 0.4395)
H (2.7938, -0.1966, 1.3641)

Values from the calculation:
frontier orbital gap: 0.2710 Ha
electronic energy: -404.1553 Eh

From a Löwdin analysis of the wavefunction, the atomic charges in e read:
1. C -0.265
2. C -0.154
3. C -0.130
4. N -0.065
5. N 0.087
6. H 0.102
7. H 0.119
8. H 0.090
9. H 0.109
10. H 0.071
11. H 0.074
12. H 0.071
13. H 0.069
14. H 0.076
15. H 0.063
16. C -0.571
17. C -0.094
18. C -0.100
19. N -0.139
20. H 0.119
21. H 0.040
22. H 0.041
23. H 0.066
24. H 0.065
25. H 0.069
26. H 0.061
27. H 0.068
28. H 0.059



Molecular formula: C2H4N2S2
Method: DFT, ωB97M-V with the def2-TZVPD basis set

Atoms and positions in Å:
H (1.7220, 1.5677, -0.9518)
N (1.7511, 0.9775, -0.1241)
C (0.5387, 0.5866, 0.1767)
N (0.2286, -0.1485, 1.4203)
S (-0.9102, 0.6850, -0.9729)
C (-1.1312, -0.9929, -1.0707)
S (-2.2757, -1.7575, -1.8768)
H (-0.6897, 0.3256, 1.9461)
H (0.9953, 0.0901, 1.9686)
H (-0.2290, -1.3336, -0.5154)

Values from the calculation:
frontier orbital gap: 0.3169 Ha
SMILES: [H]/N=C(/N)SC=S
electronic energy: -984.4337 Eh

From a Löwdin analysis of the wavefunction, the atomic charges in e read:
1. H 0.035
2. N 0.082
3. C -0.700
4. N 0.017
5. S 0.872
6. C -1.150
7. S 0.626
8. H 0.174
9. H 0.029
10. H 0.015



Molecular formula: C19H31FLiN4O3
Method: DFT, ωB97M-V with the def2-TZVPD basis set

Atoms and positions in Å:
Li (-0.9805, 0.8299, 1.0699)
C (-0.8253, 0.7002, 6.1583)
C (-1.6036, -0.6757, 6.1136)
C (-1.6394, -1.3796, 4.7933)
C (-1.8874, -0.5215, 3.6366)
N (-2.0995, 0.1540, 2.7555)
H (-0.9868, 1.2193, 7.1030)
H (-1.1199, 1.4281, 5.4023)
H (0.2568, 0.5999, 6.0732)
H (-2.5936, -0.4987, 6.5338)
H (-1.2523, -1.4452, 6.8009)
H (-2.3294, -2.2191, 4.8785)
H (-0.6211, -1.6684, 4.5332)
C (-2.1549, 2.2533, -3.6670)
C (-2.3603, 3.6084, -2.9260)
C (-3.2706, 3.5276, -1.6695)
C (-2.9060, 2.6165, -0.6058)
N (-2.5968, 1.9215, 0.3003)
H (-1.9189, 1.4119, -3.0155)
H (-1.4560, 2.2165, -4.5027)
H (-3.0993, 2.1030, -4.1901)
H (-2.7075, 4.3268, -3.6686)
H (-1.3992, 3.9555, -2.5465)
H (-4.2349, 3.1706, -2.0311)
H (-3.4293, 4.5518, -1.3318)
C (-1.1957, -1.7225, -3.8315)
C (-0.7728, -2.9048, -3.0261)
C (-1.6192, -2.9819, -1.7150)
C (-1.3897, -1.8405, -0.8252)
N (-1.2309, -0.9168, -0.0984)
H (-1.4568, -0.8727, -3.2007)
H (-2.1241, -2.0024, -4.3294)
H (-0.4793, -1.4141, -4.5928)
H (0.2579, -2.7294, -2.7178)
H (-0.7757, -3.8778, -3.5174)
H (-1.3399, -3.8250, -1.0831)
H (-2.6668, -3.0858, -1.9974)
C (5.0503, -1.7608, 1.2161)
C (3.6411, -1.1028, 0.9105)
C (3.0090, -0.6154, 2.2124)
C (1.8681, 0.2633, 2.0766)
N (0.9592, 0.9316, 1.9393)
H (5.4931, -2.0895, 0.2759)
H (5.0413, -2.6102, 1.8992)
H (5.6886, -0.9777, 1.6253)
H (2.8878, -1.7372, 0.4434)
H (3.7378, -0.2151, 0.2855)
H (3.6136, 0.0036, 2.8752)
H (2.6890, -1.4523, 2.8331)
C (2.5343, -0.1465, -2.2393)
C (2.4556, 1.0506, -3.1323)
O (1.5973, 1.9487, -2.4777)
C (1.0562, 1.4057, -1.4397)
O (0.1468, 1.9377, -0.7907)
O (1.4840, 0.1185, -1.3140)
F (1.8664, 0.7785, -4.2735)
H (3.5264, -0.2174, -1.7933)
H (2.2321, -1.0075, -2.8355)
H (3.4310, 1.4809, -3.3593)

Values from the calculation:
frontier orbital gap: 0.4244 Ha
charge: +1
electronic energy: -1294.5727 Eh

From a Löwdin analysis of the wavefunction, the atomic charges in e read:
1. Li 0.520
2. C -0.077
3. C -0.236
4. C -0.182
5. C -0.204
6. N 0.124
7. H 0.069
8. H 0.065
9. H 0.065
10. H 0.110
11. H 0.109
12. H 0.132
13. H 0.122
14. C -0.093
15. C -0.219
16. C -0.169
17. C -0.162
18. N 0.109
19. H 0.047
20. H 0.073
21. H 0.072
22. H 0.111
23. H 0.098
24. H 0.123
25. H 0.128
26. C -0.105
27. C -0.242
28. C -0.155
29. C -0.157
30. N 0.139
31. H 0.055
32. H 0.086
33. H 0.082
34. H 0.093
35. H 0.118
36. H 0.122
37. H 0.130
38. C -0.066
39. C -0.225
40. C -0.186
41. C -0.194
42. N 0.150
43. H 0.067
44. H 0.076
45. H 0.076
46. H 0.111
47. H 0.087
48. H 0.133
49. H 0.130
50. C -0.047
51. C -0.333
52. O 0.185
53. C -0.532
54. O 0.065
55. O 0.036
56. F 0.116
57. H 0.129
58. H 0.145
59. H 0.178